Here is a cluster of 8 separate species, C27H60O9 in total from the OMol25 dataset. Energies are from ωB97M-V/def2-TZVPD.

Computed properties:
Gap between HOMO and LUMO = 7.013 eV
HOMO energy = -9.580 eV
LUMO level = -2.57 eV
SMILES = O=C1C=CC(=O)C=C1.CC(C)O.CC(C)O.CC(C)O.CC(C)O.CC(C)O.CC(C)O.CC(C)O

XYZ file:
```
96
Properties=species:S:1:pos:R:3:lowdin_charge:R:1
O 42.56800 0.23600 11.56400 0.1497
C 41.97900 0.64800 12.50200 -0.4364
C 41.42800 -0.39600 13.55900 0.1079
C 40.65200 0.15600 14.70000 0.0335
C 40.38900 1.59300 14.68700 -0.3724
O 39.71600 2.05700 15.70300 0.0021
C 41.02800 2.51500 13.82100 0.0363
C 41.77300 1.98800 12.81300 0.0080
H 41.68700 -1.45100 13.35400 0.1124
H 40.00900 -0.63600 15.34800 0.1639
H 40.82900 3.63100 14.02500 0.1707
H 42.31200 2.69500 12.30600 0.1017
C 43.90600 0.42600 23.65600 -0.1008
C 42.74200 -0.36200 23.92700 -0.5317
C 42.08400 -0.85300 22.59500 -0.0570
O 42.92200 -1.60900 24.58000 -0.0695
H 43.75800 1.22700 22.86400 0.0862
H 44.80000 -0.21200 23.32300 0.1078
H 44.28900 1.07000 24.67900 0.1473
H 41.90800 0.22700 24.40400 0.1528
H 42.46500 -1.66100 22.10200 0.0545
H 42.11400 0.09600 22.06200 0.0642
H 41.09400 -1.12900 22.75300 0.0493
H 42.13500 -1.95400 25.06200 0.1130
C 38.94800 -0.03100 20.76000 -0.0607
C 39.91100 -0.27600 19.64800 -0.5612
C 39.51300 -1.54700 19.00700 -0.0256
O 39.86100 0.73200 18.79700 -0.0486
H 39.09400 1.02100 21.40700 0.1610
H 38.83200 -0.79600 21.41700 0.0331
H 37.99500 0.08200 20.42200 0.0398
H 40.90800 -0.45500 20.19900 0.1490
H 39.36600 -2.39900 19.64600 0.1037
H 40.24300 -1.79600 18.43500 0.0223
H 38.73300 -1.42000 18.40600 0.0521
H 39.02500 0.90200 18.36700 0.1197
C 45.75300 1.24200 17.00200 -0.0331
C 45.14600 -0.03500 16.19800 -0.3999
C 45.16400 0.21900 14.66900 -0.0407
O 45.96300 -1.18800 16.30000 -0.0208
H 45.31900 2.13500 16.72600 0.0059
H 46.83700 1.55200 16.64400 0.1129
H 45.95900 0.99800 17.96900 0.0379
H 44.14400 -0.28600 16.52200 0.1113
H 44.46800 0.98900 14.41400 0.0511
H 44.88500 -0.47600 13.93000 0.0611
H 46.13600 0.66400 14.53600 0.0773
H 45.95000 -1.55700 17.12000 0.0331
C 45.43000 5.45800 15.08500 -0.0504
C 45.13200 4.96300 16.46900 -0.4757
C 46.49600 4.51100 17.18600 -0.0107
O 44.43200 6.00500 17.01600 0.0107
H 44.45800 5.30600 14.47500 0.1143
H 46.04300 4.76400 14.76800 0.0056
H 45.85000 6.43900 14.90400 0.0916
H 44.59400 4.20400 16.30400 0.0416
H 46.04600 4.01900 17.97000 0.0223
H 47.18800 5.29300 17.57200 0.0897
H 47.16000 3.75100 16.61700 0.0970
H 43.53400 6.07600 16.99900 0.0466
C 42.38800 1.85700 17.69700 -0.0350
C 41.78300 2.56100 18.88700 -0.4581
C 42.62400 3.58100 19.59700 -0.0479
O 40.63000 3.24700 18.40000 0.0148
H 41.59900 1.24900 17.36500 0.0419
H 43.34500 1.36600 18.06600 0.1119
H 42.36900 2.52400 16.93900 0.0444
H 41.46600 1.64300 19.66900 0.1647
H 43.41700 3.12300 20.12200 0.0509
H 42.27900 4.32000 20.46000 0.1206
H 42.91100 4.25200 18.81600 0.0528
H 40.27000 2.93400 17.72000 -0.0908
C 37.15000 3.45400 15.43400 -0.0476
C 37.19100 3.85000 16.88300 -0.4975
C 37.42800 5.23600 17.18100 -0.0503
O 35.89000 3.47700 17.44900 -0.0597
H 36.17800 3.80100 15.02200 0.1202
H 37.03300 2.48300 15.32100 0.0176
H 38.05700 3.44500 14.93200 0.0409
H 37.81700 3.22600 17.49600 0.1121
H 36.89000 5.60500 18.12900 0.1240
H 37.15400 5.78400 16.36200 0.0391
H 38.61800 5.24300 17.24100 0.1342
H 35.53700 2.63800 17.29800 0.0439
C 39.70400 7.41200 22.04200 -0.0421
C 41.23300 7.65000 21.50900 -0.5137
C 41.31800 7.41700 20.10200 -0.0692
O 41.39200 8.97000 21.78500 -0.0307
H 38.86600 8.20700 21.53800 0.1476
H 39.74400 7.63400 23.03600 0.0107
H 39.34700 6.35300 21.95500 0.0747
H 41.90600 7.12000 22.26000 0.1651
H 40.69000 6.62800 19.93400 0.0473
H 42.31400 7.10100 19.81100 0.0865
H 41.09700 8.31400 19.56600 0.0933
H 40.64800 9.41000 21.53600 0.0269
```